[1]
Below is 3 unconnected molecules or ions with the total composition C3H8O3, with properties calculated with wB97M-V/def2-TZVPD.

Structure (XYZ):
```
14
C3H8O3, DFT wB97M-V/def2-TZVPD
O -2.10889 0.10056 -0.49901
C -1.38876 0.08465 -1.46553
C 0.05605 0.30932 -1.47469
C 0.72740 0.52482 -0.19202
O 1.75573 -0.32421 0.12836
H -1.75154 -0.16948 -2.48134
H 0.50755 0.53219 -2.43598
H -1.52397 -2.35384 1.64126
H -0.01565 0.41889 0.61641
H 1.08576 1.57377 -0.16210
H 1.79629 -0.46424 1.12532
H 1.07759 -0.12215 3.26632
H -1.40859 -1.97727 1.03528
O 0.81658 -0.14834 2.34390
```

Calculated values
**Kohn-Sham gap**: 4.3 eV
**Lowest unoccupied orbital energy**: -4.37 eV
**E_HOMO**: -8.69 eV
**Total energy**: -9375.3827 eV
**Relative energy (zero: lowest compared OMol25 entry of this formula, charge and spin)**: 194.15 kcal/mol
**F_max**: 0.0483 hartree/bohr

[2]
Below is a single C3H8O3 molecule, with properties calculated with wB97M-V/def2-TZVPD.

Structure (XYZ):
```
14
C3H8O3, DFT wB97M-V/def2-TZVPD
C 0.62957 -0.52628 -1.10837
C -0.73152 -0.36436 -0.25532
C -0.40346 -0.31827 1.18992
H 1.26187 1.11528 -0.16673
H 1.20864 -1.38211 -0.63427
H 0.45867 -0.80211 -2.16702
H -1.33433 -1.23989 -0.47044
H -0.58817 1.18404 -1.24810
H -1.30484 -0.30642 1.75994
H 0.08048 -1.12658 1.55757
H -0.03697 1.44426 1.53212
O 1.44021 0.64035 -1.08621
O -1.24327 0.96207 -0.49725
O 0.56311 0.72003 1.59415
```

Calculated values
**Kohn-Sham gap**: 11.2 eV
**Lowest unoccupied orbital energy**: 0.80 eV
**E_HOMO**: -10.45 eV
**Total energy**: -9381.6062 eV
**Relative energy (zero: lowest compared OMol25 entry of this formula, charge and spin)**: 50.63 kcal/mol
**Structure (SMILES)**: OCC(O)CO
**F_max**: 0.0689 hartree/bohr

[3]
Below is 2 unconnected molecules or ions with the total composition C3H8O3, with properties calculated with wB97M-V/def2-TZVPD.

Structure (XYZ):
```
14
C3H8O3, DFT wB97M-V/def2-TZVPD
C -1.87436 0.24490 0.47004
O -0.92847 1.27134 0.92098
C -1.32691 -1.21062 0.56670
H -2.17344 0.66940 -0.50844
H -2.71490 0.35005 1.13075
H -1.00791 1.48446 1.85734
H -2.02356 -1.79628 1.17863
H -0.31066 -1.30552 1.00104
H -1.09573 -1.34924 -0.51868
O 2.69364 -0.97259 -1.13541
C 3.01964 0.08207 -1.48044
O 2.91971 1.07879 -0.51350
H 2.95585 0.45867 -2.45713
H 1.86709 0.99457 -0.51189
```

Calculated values
**Kohn-Sham gap (spin up / spin down)**: 9.6 / 3.2 eV
**Lowest unoccupied orbital energy (spin up / spin down)**: -4.25 / -10.68 eV
**E_HOMO (spin up / spin down)**: -13.90 / -13.87 eV
**Total energy**: -9370.4105 eV
**Relative energy (zero: lowest compared OMol25 entry of this formula, charge and spin)**: 52.73 kcal/mol
**Spin multiplicity**: 2
**Total charge**: +1
**F_max**: 0.0834 hartree/bohr

[4]
Below is a molecular structure, C3H8O3SSn, with properties calculated with wB97M-V/def2-TZVPD.

Structure (XYZ):
```
16
C3H8O3SSn, DFT wB97M-V/def2-TZVPD
Sn 1.04897 -1.87294 -3.75842
O -0.60918 2.41496 -1.38765
S -0.47526 1.04477 -1.11737
O 0.22663 0.12249 -2.05067
O 0.34688 0.87216 0.23400
C 0.57353 -0.43978 0.80938
C 1.62044 -0.26757 1.88059
C -2.03714 0.27557 -0.62900
H 0.98846 -1.05696 0.00491
H -0.33528 -0.91213 1.18119
H 1.34874 0.48447 2.62025
H 2.57219 0.04631 1.45599
H 1.72961 -1.21552 2.40775
H -2.34694 0.84136 0.24737
H -1.93552 -0.78694 -0.43476
H -2.71612 0.44975 -1.46357
```

Calculated values
**Kohn-Sham gap**: 5.4 eV
**Lowest unoccupied orbital energy**: -12.73 eV
**E_HOMO**: -18.13 eV
**Total energy**: -26028.0989 eV
**Relative energy (zero: lowest compared OMol25 entry of this formula, charge and spin)**: 4.93 kcal/mol
**Total charge**: +2
**F_max**: 0.0721 hartree/bohr